{
  "formula": "C7H9N",
  "method": "ωB97M-V/def2-TZVPD",
  "species": ["C", "C", "C", "C", "C", "C", "C", "H", "H", "H", "H", "H", "H", "H", "H", "H", "N"],
  "coordinates": [[3.1935, -0.0200, 0.1454], [1.9930, -0.2255, -0.1071], [0.4643, -0.4436, -0.1609], [0.0505, 1.1551, -0.4059], [-1.5203, 0.9377, 0.1170], [-0.5883, -1.1665, -0.8876], [-0.3595, -0.7109, 0.9695], [4.2176, 0.4711, -0.1412], [0.5470, 1.7372, 0.4375], [-0.2972, 1.5309, -1.4375], [-2.4605, 1.2614, -0.5813], [-1.5868, 1.4865, 1.1952], [-1.1466, -1.1211, -2.0215], [-0.6025, -2.1881, -0.5439], [-0.2591, -1.9106, 1.0286], [-0.0419, -0.2496, 2.1426], [-1.6031, -0.5439, 0.2511]],
  "forces_ev_per_a": [[-0.88, 1.01, -2.30], [1.13, -1.42, 0.63], [4.08, 6.29, -2.34], [-3.91, -0.76, 1.04], [-1.04, 1.26, 0.06], [-4.70, -0.42, -3.41], [1.40, -4.10, 7.41], [-2.48, -1.42, 1.20], [-0.30, -0.16, -2.05], [2.31, -0.30, 1.29], [2.64, -0.29, 1.53], [-0.37, -1.57, -2.52], [2.36, 0.42, 2.94], [-0.04, -0.56, -0.84], [-0.07, 2.49, 1.35], [-1.39, -0.91, -3.55], [1.27, 0.46, -0.42]],
  "total_energy_ha": -326.585419,
  "total_charge": 0,
  "de_lowest_kcal_mol": 191.7,
  "multiplicity": 1,
  "gap_ev": 10.176
}


{
  "formula": "C40H36N7O4S2SiTm",
  "method": "ωB97M-V/def2-TZVPD",
  "species": ["Tm", "C", "C", "C", "C", "C", "C", "N", "C", "C", "C", "C", "C", "C", "N", "N", "C", "C", "C", "C", "C", "N", "H", "H", "H", "H", "H", "H", "H", "H", "H", "H", "H", "H", "H", "O", "C", "O", "C", "C", "C", "C", "C", "C", "S", "H", "H", "H", "H", "S", "C", "N", "O", "C", "N", "C", "O", "C", "C", "C", "C", "N", "C", "H", "H", "H", "H", "H", "H", "H", "H", "C", "Si", "C", "C", "C", "C", "C", "C", "C", "H", "H", "H", "H", "H", "H", "H", "H", "H", "H", "H"],
  "coordinates": [[-11.7528, 8.5182, 15.6993], [-10.4646, 4.3959, 12.0071], [-9.2718, 5.1145, 12.1979], [-9.1062, 5.9101, 13.3379], [-10.0828, 5.9392, 14.3693], [-11.1988, 5.0777, 14.2219], [-11.3908, 4.3645, 13.0485], [-10.0393, 6.9205, 15.3739], [-8.9717, 6.8541, 16.2955], [-7.9202, 5.9570, 16.2354], [-6.7752, 6.1848, 16.9735], [-6.8004, 7.1623, 17.9826], [-7.8943, 8.0319, 18.1565], [-9.0008, 7.8624, 17.3369], [-10.1165, 8.6603, 17.4044], [-10.2178, 9.5955, 18.2851], [-11.5231, 9.9998, 18.4305], [-11.7809, 11.0690, 19.3639], [-13.0746, 11.3642, 19.6651], [-14.1085, 10.5795, 19.1156], [-13.7522, 9.5696, 18.2615], [-12.5272, 9.3921, 17.7581], [-10.6310, 3.8358, 11.0987], [-8.4902, 5.1599, 11.4466], [-8.2417, 6.5648, 13.4963], [-11.8950, 5.0409, 15.0462], [-12.3033, 3.7337, 12.9247], [-7.9622, 5.1470, 15.5430], [-5.8784, 5.6147, 16.7406], [-5.9682, 7.2668, 18.6609], [-7.9012, 8.7939, 18.9123], [-10.9127, 11.6018, 19.7857], [-13.2885, 12.1129, 20.4319], [-15.1861, 10.8076, 19.3347], [-14.5296, 8.8389, 17.9420], [-15.3202, 6.3130, 14.5362], [-14.5832, 6.5270, 15.5241], [-13.6878, 7.4682, 15.5361], [-14.7672, 5.6475, 16.7166], [-15.9593, 4.9498, 16.7903], [-16.2532, 4.0870, 17.8346], [-15.3050, 3.8824, 18.8122], [-14.0884, 4.5562, 18.8063], [-13.7780, 5.4918, 17.7672], [-12.2299, 6.1874, 17.8393], [-16.7141, 5.1200, 16.0152], [-17.2481, 3.6503, 17.9115], [-15.4959, 3.1480, 19.6075], [-13.3631, 4.5310, 19.6214], [-9.3668, 10.4466, 15.3015], [-10.0086, 11.8639, 14.8159], [-10.4110, 12.9038, 14.3880], [-14.9456, 4.0894, 12.8958], [-15.4376, 4.9000, 11.8188], [-14.7602, 6.1581, 11.8589], [-13.7877, 6.4862, 10.9582], [-13.6057, 5.8399, 9.9300], [-12.9226, 7.6390, 11.4586], [-11.8657, 8.1583, 10.7168], [-11.0032, 9.1184, 11.3145], [-11.1882, 9.4199, 12.6590], [-12.1358, 8.8413, 13.4179], [-13.0408, 8.0334, 12.7953], [-15.1198, 4.6866, 13.6966], [-16.5144, 5.0437, 11.9417], [-15.2115, 4.3561, 10.8732], [-14.9156, 6.7061, 12.7026], [-11.8477, 7.9186, 9.6749], [-10.2003, 9.5964, 10.7638], [-10.5847, 10.2137, 13.1261], [-13.8291, 7.6468, 13.4617], [-13.2274, 12.3735, 12.9044], [-13.5159, 11.5082, 14.6555], [-13.1689, 12.9014, 16.0030], [-15.5030, 11.3637, 14.5919], [-16.3375, 12.4204, 14.3349], [-17.7314, 12.2350, 14.1742], [-18.2872, 10.9919, 14.4257], [-17.4565, 9.9678, 14.8578], [-16.0711, 10.1252, 14.8792], [-13.8723, 13.2413, 12.7370], [-13.5732, 11.6108, 12.1589], [-12.2066, 12.6659, 12.7018], [-14.0958, 13.4228, 16.3181], [-12.4536, 13.5944, 15.5552], [-12.7092, 12.4590, 16.9114], [-15.9122, 13.4394, 14.2176], [-18.3786, 13.0747, 13.8585], [-19.3682, 10.9028, 14.3240], [-17.8643, 8.9633, 14.9832], [-15.4570, 9.2889, 15.2161]],
  "forces_ev_per_a": [[-1.08, -0.40, 0.42], [0.77, 0.25, 0.66], [-0.38, 0.56, 0.41], [-0.42, -0.08, 0.54], [-0.22, -0.40, -1.49], [0.72, 0.85, 0.17], [-0.76, -0.90, -0.44], [1.91, -0.55, 1.81], [-3.75, 1.78, -1.33], [1.37, -0.20, 0.17], [-0.93, 0.04, 0.14], [-0.35, 1.22, 0.45], [1.27, -1.64, -0.21], [0.32, 0.32, -0.66], [-0.14, 0.24, 1.07], [0.89, -1.69, -0.61], [-1.21, 1.80, 0.35], [1.25, -1.07, -0.77], [-0.70, 0.04, 0.47], [-0.52, 0.74, 0.74], [-1.57, -0.56, -1.06], [0.84, 0.33, 1.58], [-0.06, -0.01, -0.05], [-0.15, -0.16, -0.12], [-0.21, -0.28, -0.38], [-0.27, -0.03, 0.04], [0.73, 0.71, 0.20], [0.04, -0.26, -0.51], [-0.16, -0.09, 0.41], [0.28, 0.08, -0.07], [0.02, 0.14, 0.22], [-0.60, -0.44, -0.17], [-0.05, 0.01, -0.48], [1.29, -0.56, -0.10], [0.69, 0.76, -0.25], [0.16, 0.33, 0.02], [0.78, 0.53, 0.14], [-0.96, -0.81, 0.01], [1.19, 0.21, 0.80], [-0.88, -0.13, -0.01], [-0.60, 0.23, -0.55], [1.02, -0.39, 1.09], [-0.65, 0.73, -0.54], [-1.08, -0.71, -0.44], [1.07, 0.70, -0.10], [0.38, -0.03, 0.23], [0.29, -0.13, -0.10], [-0.01, 0.41, -0.18], [-0.25, -0.45, -0.23], [0.37, -1.14, 0.42], [-1.41, 3.97, -1.81], [1.31, -2.79, 1.25], [-0.81, 1.05, 0.75], [0.57, -1.03, 0.20], [-0.02, 0.45, -1.19], [-0.43, -0.23, 0.70], [0.39, 0.80, 0.25], [0.22, -0.14, 0.30], [0.05, 1.22, 0.80], [-1.07, -1.03, -0.23], [0.20, 0.43, -0.51], [-0.53, -0.73, -1.74], [0.83, 0.05, 0.50], [0.40, -1.08, -0.96], [-0.02, 0.06, -0.11], [-0.19, 0.64, 0.66], [-0.05, -0.43, -0.26], [0.45, -0.30, -0.46], [-0.18, -0.04, 0.01], [-0.28, -0.76, -0.15], [0.83, 0.45, -0.34], [-0.98, -0.96, 0.07], [0.26, 0.00, 0.49], [-0.55, -0.29, 0.00], [1.86, -0.37, 0.70], [-1.23, 1.19, -0.73], [0.59, 0.79, 0.09], [-0.16, 0.55, 0.12], [0.00, -0.96, -0.74], [-0.78, -0.03, 0.44], [-0.06, 0.13, 0.13], [0.39, 0.47, 0.32], [0.27, -0.09, 0.05], [0.37, -0.03, -0.15], [-0.09, 0.10, 0.20], [-0.20, 0.21, -0.50], [-0.29, -0.71, -0.09], [0.42, -0.46, 0.27], [0.20, -0.37, 0.04], [-0.01, 0.23, 0.32], [0.03, 0.15, -0.35]],
  "total_energy_ha": -4401.389922,
  "total_charge": -2,
  "de_lowest_kcal_mol": 26.0,
  "s2": 2.002,
  "multiplicity": 3,
  "gap_ev": [3.821, 3.834]
}


{
  "formula": "C17H17MnN2O3",
  "method": "ωB97M-V/def2-TZVPD",
  "species": ["Mn", "O", "C", "C", "C", "C", "C", "C", "C", "N", "C", "C", "N", "C", "C", "C", "C", "C", "C", "C", "O", "H", "H", "H", "H", "H", "H", "H", "H", "H", "H", "H", "H", "H", "H", "C", "O", "H", "H", "H"],
  "coordinates": [[-0.2226, 0.2934, 0.0682], [1.4083, 1.6204, 0.1175], [2.5472, 1.3634, -0.4137], [3.2857, 2.4023, -1.0289], [4.5686, 2.2141, -1.4870], [5.2020, 0.9784, -1.3398], [4.5108, -0.0686, -0.7789], [3.1812, 0.0640, -0.3384], [2.5045, -1.0673, 0.1859], [1.2054, -1.2170, 0.2376], [0.6690, -2.3385, 0.9534], [-0.0793, -1.7455, 2.1806], [-1.0089, -0.7880, 1.6578], [-2.2826, -1.1522, 1.5781], [-3.2887, -0.4223, 0.9140], [-4.6048, -0.9261, 0.8672], [-5.6200, -0.2462, 0.2341], [-5.3513, 0.9730, -0.3810], [-4.0632, 1.4840, -0.3960], [-2.9981, 0.8161, 0.2226], [-1.8019, 1.3244, 0.1876], [2.7938, 3.3621, -1.1301], [5.0908, 3.0317, -1.9687], [6.2252, 0.8515, -1.6705], [4.9785, -1.0438, -0.7139], [3.1370, -1.8927, 0.5448], [1.4507, -3.0534, 1.2597], [-0.0722, -2.8563, 0.3298], [0.6632, -1.2351, 2.8072], [-0.5654, -2.5438, 2.7655], [-2.5745, -2.0964, 2.0515], [-4.7988, -1.8837, 1.3368], [-6.6199, -0.6625, 0.2092], [-6.1457, 1.5262, -0.8632], [-3.8505, 2.4191, -0.8997], [-0.4114, 0.9438, -2.8625], [-0.3382, 0.0501, -1.8357], [0.5960, 1.1802, -3.2514], [-0.8813, 1.8957, -2.5611], [-1.0063, 0.5207, -3.6953]],
  "forces_ev_per_a": [[1.65, 0.60, -1.14], [0.35, -0.03, -0.22], [-0.55, -0.35, 0.72], [0.48, 0.30, -0.34], [-0.47, 0.11, 0.16], [0.41, -0.23, -0.09], [-0.30, -0.02, 0.05], [0.33, 1.11, -0.51], [-2.00, -0.95, 0.11], [2.69, -0.19, 0.45], [-0.08, -0.29, 0.57], [0.43, -0.73, -0.15], [-2.56, -0.78, 0.62], [2.34, 0.15, 0.50], [-0.72, 0.80, -0.64], [0.21, 0.15, -0.02], [-0.28, -0.61, 0.29], [0.91, 0.52, -0.13], [-1.24, 0.11, -0.41], [1.55, 0.04, 0.56], [-2.94, 0.87, 0.53], [-0.03, -0.03, 0.04], [0.04, 0.06, 0.02], [-0.02, -0.07, -0.04], [0.07, -0.09, 0.10], [-0.04, -0.03, -0.05], [-0.10, 0.02, 0.03], [0.13, 0.05, 0.04], [-0.13, -0.08, 0.00], [0.06, 0.08, -0.08], [-0.05, -0.09, -0.07], [-0.06, -0.04, 0.07], [0.01, 0.00, 0.03], [-0.07, 0.02, -0.05], [0.08, -0.03, 0.04], [-0.05, -0.16, -0.02], [0.01, -0.75, -0.48], [-0.05, 0.16, -0.20], [-0.05, 0.13, -0.13], [0.05, 0.25, -0.15]],
  "total_energy_ha": -2144.320746,
  "total_charge": -1,
  "de_lowest_kcal_mol": 24.7,
  "s2": 8.771,
  "multiplicity": 6,
  "gap_ev": [5.671, 7.229]
}


{
  "formula": "C4H9N2O",
  "method": "ωB97M-V/def2-TZVPD",
  "species": ["C", "C", "C", "C", "N", "N", "O", "H", "H", "H", "H", "H", "H", "H", "H", "H"],
  "coordinates": [[0.4853, -1.6358, 1.7339], [0.0424, -1.9578, 0.3427], [0.4505, -0.5649, 2.4287], [0.5386, 0.5533, 3.2573], [-0.1324, 0.1219, -0.8419], [-0.6309, 0.7803, -3.2831], [-0.1053, -1.1396, -0.6560], [0.9074, -2.6084, 2.0428], [-0.0998, -3.0743, 0.2122], [0.9664, 1.5727, 2.8503], [1.2088, 0.3078, 4.0592], [-0.4070, 0.7493, 3.6981], [-0.4325, 0.6185, -1.9594], [0.3188, 0.9490, -3.6346], [-1.2374, 1.4574, -3.7875], [-0.7789, -0.1236, -3.7371]],
  "forces_ev_per_a": [[-0.40, -0.56, -1.60], [0.27, -0.64, 1.29], [0.72, -0.29, -1.21], [0.37, 2.63, -0.52], [0.68, 2.15, 2.36], [0.48, 0.50, -1.91], [-1.03, -2.15, -1.91], [-0.12, 0.73, 0.75], [0.28, 1.90, -0.72], [-0.63, -2.23, 0.20], [0.72, -0.37, 0.66], [-0.95, 0.39, 0.52], [-0.08, -2.03, 0.73], [-0.14, 0.53, 0.24], [0.42, -0.50, 0.69], [-0.61, -0.06, 0.43]],
  "total_energy_ha": -342.006544,
  "total_charge": 1,
  "de_lowest_kcal_mol": 220.1,
  "multiplicity": 1,
  "gap_ev": [6.970, 6.019]
}